No. 1
Formula: C10H18AuClIN2O2P
Source: the Open Molecules 2025 dataset
Level of theory: the ωB97M-V functional and the def2-TZVPD basis

Geometry (Å):
C -2.67 -0.44 -0.40
C -2.46 -1.67 0.48
H -3.76 -0.30 -0.48
H -2.30 -0.61 -1.42
H -2.26 0.51 -0.01
O -3.42 -2.22 1.00
I -0.70 -2.84 1.02
Au 1.62 1.49 -0.78
P 0.10 -1.34 -2.13
C -0.79 -2.95 -2.18
C -0.66 -0.71 -3.71
H 2.21 -1.18 -3.36
H 1.51 -2.85 -3.41
H 2.32 -2.24 -1.94
C 1.69 -1.97 -2.79
H -0.19 0.25 -3.97
H -0.49 -1.45 -4.50
H -0.82 -3.29 -3.21
H -1.79 -2.87 -1.77
H -1.73 -0.58 -3.55
H -0.22 -3.67 -1.57
C -0.70 -0.27 1.59
O -1.08 0.52 2.33
Cl 2.17 1.27 -2.95
C 1.68 2.31 4.74
N 1.36 2.35 3.33
C 0.24 3.00 2.83
C 0.27 2.86 1.48
N 1.38 2.11 1.15
C 2.08 1.86 2.28
H 2.14 3.26 5.07
H 0.77 2.17 5.33
H 2.39 1.48 4.97
H -0.52 3.44 3.45
H -0.43 3.21 0.74
H 3.04 1.36 2.35

2S+1: 3
Net charge: +2
Kohn-Sham gap (spin up / spin down): 7.7 / 4.3 eV
E_HOMO (spin up / spin down): -15.6221 / -15.4571 eV
Strongest force on any atom: 6.175 eV Å⁻¹

Atom charges from the natural (NBO) analysis, given in e for atoms 1 to 8: C -0.73; C 0.41; H 0.31; H 0.25; H 0.27; O -0.40; I 0.78; Au 0.70

No. 2
Formula: C10H18BClF4N2O10S4
Source: the Open Molecules 2025 dataset
Level of theory: the ωB97M-V functional and the def2-TZVPD basis

Geometry (Å):
C -2.74 -1.36 2.58
O -1.44 -0.67 2.68
B -0.84 -0.44 1.35
O -0.42 -1.58 0.49
N -0.67 1.05 0.94
Cl -1.99 1.88 1.68
C 0.59 1.48 1.72
C 1.59 2.47 0.88
C 2.87 1.67 0.17
C 3.82 0.94 1.28
C 5.17 0.20 0.64
S 6.71 1.22 0.93
O 0.93 3.41 -0.03
C -0.01 2.77 -0.95
S -1.35 4.02 -1.30
O -2.79 3.64 -0.93
O -1.22 4.47 -2.81
F -0.99 5.47 -0.39
C -0.49 1.26 -0.54
C -1.74 0.67 -1.47
C -1.55 1.05 -3.09
O -0.38 0.97 -3.74
F -2.83 1.44 -3.79
H -3.63 -0.58 2.42
H -2.95 -1.83 3.65
H -2.80 -2.18 1.74
H 0.58 -1.66 0.44
H 0.27 2.07 2.71
H 1.15 0.52 2.10
H 2.12 3.15 1.71
H 3.53 2.54 -0.31
H 2.55 0.99 -0.73
H 4.23 1.76 2.05
H 3.29 0.12 1.94
H 4.95 -0.04 -0.50
H 5.30 -0.82 1.21
H 6.93 1.16 2.34
H 0.59 2.64 -1.98
H 0.42 0.55 -0.84
H -1.78 -0.52 -1.48
H -2.79 1.01 -1.06
N -3.13 -5.66 -1.34
S -3.33 -4.11 -1.18
O -2.92 -3.26 -2.29
O -3.19 -3.54 0.15
F -4.93 -4.03 -1.35
S -1.61 -6.05 -1.30
O -1.33 -7.40 -1.77
O -0.82 -5.64 -0.14
F -0.96 -5.18 -2.47

2S+1: 1
Kohn-Sham gap: 6.8 eV
E_HOMO: -9.2447 eV
Strongest force on any atom: 9.860 eV Å⁻¹

Atom charges from the natural (NBO) analysis, given in e for atoms 1 to 8: C -0.31; O -0.77; B 1.40; O -0.90; N -0.57; Cl 0.29; C -0.29; C 0.08

No. 3
Formula: C10H18Br4Cl10
Source: the Open Molecules 2025 dataset
Level of theory: the ωB97M-V functional and the def2-TZVPD basis

Geometry (Å):
Cl 7.42 14.09 17.38
C 8.11 12.47 16.98
Cl 6.90 11.57 16.02
Cl 8.55 11.61 18.38
H 8.99 12.59 16.33
Cl 7.68 11.92 7.90
C 7.35 13.66 7.58
Cl 7.09 14.08 5.94
Cl 8.43 14.83 8.45
H 6.45 13.83 8.16
Br 11.07 8.23 16.55
C 11.78 10.12 16.55
C 11.55 10.73 15.19
Br 11.57 12.75 15.45
H 12.83 10.10 16.77
H 11.25 10.64 17.36
H 10.62 10.58 14.74
H 12.37 10.52 14.48
Br 5.23 8.55 13.29
C 5.99 7.02 14.32
C 6.61 6.08 13.33
Br 7.59 4.60 14.08
H 5.07 6.54 14.69
H 6.58 7.45 15.12
H 7.31 6.65 12.69
H 5.83 5.66 12.68
Cl 13.58 14.98 11.55
C 12.11 15.64 10.82
C 12.37 16.92 10.04
Cl 13.25 18.27 11.06
H 11.37 15.79 11.64
H 11.78 14.97 9.99
H 11.45 17.46 9.72
H 13.15 16.75 9.33
Cl 9.24 14.64 12.09
C 8.59 12.98 11.68
C 9.26 12.03 12.67
Cl 9.32 10.36 11.89
H 9.04 12.80 10.63
H 7.48 13.08 11.65
H 8.76 11.99 13.59
H 10.32 12.28 12.74

SMILES: ClC(Cl)Cl.ClC(Cl)Cl.BrCCBr.BrCCBr.ClCCCl.ClCCCl
ΔE to the lowest compared entry with this formula, charge and spin: 0.784 eV
2S+1: 1
Kohn-Sham gap: 10.6 eV
E_HOMO: -10.4572 eV
Strongest force on any atom: 2.410 eV Å⁻¹

Atom charges from the natural (NBO) analysis, given in e for atoms 1 to 8: Cl 0.00; C -0.31; Cl -0.01; Cl 0.06; H 0.24; Cl 0.01; C -0.28; Cl 0.07

No. 4
Formula: C10H18Br4N2
Source: the Open Molecules 2025 dataset
Level of theory: the ωB97M-V functional and the def2-TZVPD basis

Geometry (Å):
Br 15.55 -11.93 5.52
C 16.75 -13.52 5.36
C 16.38 -14.45 6.49
Br 17.23 -13.64 8.18
H 17.68 -13.02 5.44
H 16.51 -14.01 4.45
H 16.90 -15.43 6.47
H 15.34 -14.69 6.75
Br 15.41 -7.84 -1.60
C 13.83 -8.72 -0.88
C 14.12 -9.36 0.40
Br 14.49 -8.11 1.82
H 13.53 -9.53 -1.59
H 13.04 -8.02 -0.73
H 15.06 -9.91 0.43
H 13.27 -10.03 0.65
C 9.57 -14.11 6.72
C 8.12 -13.62 6.64
C 8.10 -12.16 6.07
C 8.73 -12.13 4.75
N 9.23 -12.10 3.72
H 10.29 -13.43 7.22
H 9.85 -14.31 5.66
H 9.63 -15.03 7.38
H 7.82 -13.48 7.68
H 7.50 -14.29 6.09
H 8.72 -11.46 6.76
H 7.08 -11.75 5.99
C 12.26 -13.28 3.48
C 13.04 -14.48 3.84
N 13.66 -15.38 4.02
H 12.99 -12.41 3.25
H 11.53 -12.91 4.19
H 11.89 -13.50 2.44

SMILES: BrCCBr.BrCCBr.CCCC#N.CC#N
2S+1: 1
Kohn-Sham gap: 10.4 eV
E_HOMO: -9.8923 eV
Strongest force on any atom: 5.951 eV Å⁻¹

Atom charges from the natural (NBO) analysis, given in e for atoms 1 to 8: Br -0.06; C -0.42; C -0.39; Br -0.09; H 0.24; H 0.24; H 0.23; H 0.25